Entry one
# C60H165N15O15

A cluster of 15 separate species, C60H165N15O15 in total (ωB97M-V with the def2-TZVPD basis set, the OMol25 dataset).

Its HOMO energy is -8.4 eV. The calculation puts the orbital gap at 8.9 eV. For the lowest unoccupied orbital energy, the calculation gives 0.5 eV.

CARTESIAN COORDINATES (ANGSTROEM)
C 19.404 14.966 20.364
C 18.757 16.272 20.894
C 17.240 16.040 21.069
O 16.669 15.868 19.809
C 15.284 15.595 19.953
N 19.381 16.657 22.202
H 19.043 14.691 19.340
H 19.209 14.139 21.088
H 20.456 15.161 20.249
H 18.991 16.926 20.062
H 16.726 16.928 21.528
H 17.120 15.104 21.648
H 14.889 16.479 20.484
H 15.133 14.680 20.524
H 14.801 15.557 18.995
H 19.308 17.656 22.339
H 20.366 16.390 22.239
C 20.497 19.535 12.551
C 20.661 20.849 13.279
C 19.398 21.211 14.021
O 19.470 22.424 14.749
C 18.211 22.823 15.221
N 21.830 20.800 14.110
H 20.417 18.686 13.266
H 21.359 19.368 11.924
H 19.690 19.519 11.841
H 20.844 21.656 12.531
H 19.198 20.417 14.748
H 18.555 21.247 13.320
H 18.409 23.646 15.878
H 17.784 22.027 15.828
H 17.534 23.103 14.382
H 21.814 21.621 14.755
H 21.911 20.004 14.772
C 16.021 16.762 12.911
C 16.470 18.191 13.252
C 15.250 19.129 13.306
O 15.687 20.482 13.326
C 15.959 20.996 11.989
N 17.207 18.174 14.516
H 16.939 16.196 12.876
H 15.704 16.823 11.870
H 15.293 16.361 13.630
H 17.123 18.518 12.434
H 14.811 18.875 14.232
H 14.550 18.937 12.479
H 16.030 22.059 12.182
H 15.112 20.801 11.302
H 16.850 20.521 11.650
H 16.822 17.583 15.267
H 17.434 19.084 14.866
C 22.532 20.480 21.317
C 21.649 19.623 20.448
C 21.573 20.167 19.055
O 22.808 19.965 18.383
C 22.818 20.873 17.306
N 22.024 18.215 20.345
H 22.173 21.493 21.440
H 23.592 20.523 20.924
H 22.640 20.163 22.373
H 20.607 19.590 20.779
H 21.345 21.236 19.100
H 20.778 19.645 18.471
H 23.558 20.592 16.579
H 23.163 21.811 17.765
H 21.873 21.013 16.770
H 22.695 18.120 19.611
H 22.375 17.971 21.254
C 15.457 10.443 17.222
C 15.965 11.175 18.435
C 17.286 11.873 18.241
O 18.157 10.862 17.860
C 19.515 11.193 18.103
N 14.954 12.141 18.997
H 16.113 9.757 16.746
H 15.072 11.153 16.455
H 14.572 9.832 17.471
H 16.201 10.413 19.233
H 17.589 12.185 19.258
H 17.335 12.705 17.505
H 20.212 10.466 17.711
H 19.643 11.278 19.209
H 19.790 12.182 17.775
H 14.347 11.523 19.564
H 14.414 12.480 18.214
C 17.017 11.134 13.900
C 18.445 11.585 13.744
C 18.557 12.925 14.431
O 19.843 13.591 14.173
C 19.754 14.523 13.129
N 19.492 10.667 14.339
H 16.789 10.785 14.928
H 16.818 10.228 13.297
H 16.286 11.861 13.651
H 18.672 11.719 12.660
H 18.486 12.785 15.538
H 17.729 13.637 14.246
H 19.022 14.225 12.399
H 20.728 14.551 12.688
H 19.541 15.538 13.548
H 20.352 11.145 14.579
H 19.124 10.092 15.067
C 26.608 18.374 16.768
C 27.814 18.490 15.845
C 28.442 17.120 15.627
O 29.098 16.705 16.814
C 30.169 15.823 16.391
N 27.399 19.023 14.605
H 25.966 19.222 16.782
H 26.930 18.209 17.825
H 26.020 17.482 16.497
H 28.600 19.022 16.366
H 29.204 17.258 14.808
H 27.699 16.406 15.232
H 30.848 16.384 15.818
H 29.659 14.960 15.768
H 30.511 15.287 17.246
H 26.926 19.919 14.716
H 27.993 19.111 13.788
C 22.221 12.997 9.727
C 22.550 12.191 8.430
C 21.316 11.494 7.852
O 20.687 10.519 8.665
C 21.402 9.277 8.817
N 23.106 12.998 7.394
H 21.282 13.553 9.608
H 23.006 13.725 10.014
H 22.044 12.250 10.528
H 23.263 11.426 8.770
H 21.586 11.042 6.936
H 20.553 12.240 7.673
H 22.242 9.333 9.577
H 21.785 8.834 7.889
H 20.700 8.601 9.270
H 23.891 13.561 7.680
H 23.229 12.650 6.466
C 25.827 19.638 12.035
C 24.879 19.940 10.905
C 23.944 18.780 10.514
O 24.651 17.695 9.899
C 23.816 16.580 9.522
N 24.071 21.099 11.365
H 25.298 19.507 12.970
H 26.545 20.491 12.143
H 26.421 18.742 11.930
H 25.530 20.179 10.089
H 23.212 19.221 9.810
H 23.437 18.376 11.381
H 24.419 15.806 9.110
H 23.123 16.938 8.719
H 23.319 16.157 10.373
H 23.443 21.331 10.616
H 23.567 20.807 12.215
C 10.186 12.013 16.994
C 11.566 12.494 17.310
C 12.203 13.091 16.105
O 13.492 13.577 16.502
C 13.888 14.678 15.766
N 11.610 13.319 18.508
H 9.448 12.780 17.029
H 9.870 11.162 17.637
H 10.171 11.503 16.019
H 12.129 11.623 17.578
H 11.632 13.891 15.632
H 12.326 12.292 15.335
H 13.151 15.441 15.869
H 14.146 14.402 14.779
H 14.770 15.097 16.240
H 10.833 13.952 18.536
H 12.528 13.724 18.693
C 23.937 24.516 13.449
C 25.250 23.819 13.879
C 24.999 22.582 14.860
O 26.318 22.008 15.095
C 26.795 22.280 16.379
N 25.941 23.322 12.654
H 23.285 24.643 14.325
H 23.353 23.886 12.792
H 24.126 25.409 12.852
H 25.933 24.526 14.353
H 24.443 21.809 14.372
H 24.455 22.930 15.719
H 26.217 21.797 17.121
H 26.778 23.346 16.671
H 27.775 21.891 16.420
H 25.325 22.702 12.082
H 26.706 22.755 13.008
C 17.442 20.144 19.002
C 16.469 18.997 18.774
C 15.053 19.497 18.491
O 14.532 20.362 19.468
C 14.002 19.835 20.653
N 16.852 18.034 17.716
H 17.190 20.690 19.920
H 17.456 20.896 18.189
H 18.432 19.832 19.217
H 16.386 18.460 19.717
H 14.400 18.638 18.473
H 14.981 19.876 17.401
H 13.039 19.439 20.394
H 13.999 20.672 21.352
H 14.724 19.091 21.025
H 17.274 17.257 18.232
H 17.668 18.440 17.229
C 22.887 13.567 18.663
C 24.082 14.307 19.239
C 24.959 14.798 18.058
O 25.573 13.700 17.463
C 26.211 14.007 16.261
N 23.634 15.370 20.116
H 22.278 14.328 18.178
H 22.330 13.117 19.463
H 23.252 12.813 18.032
H 24.603 13.558 19.820
H 25.800 15.505 18.388
H 24.239 15.209 17.355
H 25.471 14.303 15.545
H 26.762 13.139 15.887
H 26.947 14.757 16.478
H 24.462 15.857 20.454
H 23.080 16.026 19.567
C 23.102 12.140 14.759
C 23.177 12.130 13.232
C 24.364 12.886 12.708
O 24.054 14.279 12.643
C 25.193 14.954 12.097
N 23.263 10.731 12.762
H 23.678 11.366 15.231
H 22.044 11.965 14.955
H 23.435 13.098 15.159
H 22.295 12.648 12.882
H 24.565 12.531 11.696
H 25.183 12.600 13.377
H 24.922 15.928 11.681
H 25.618 14.287 11.323
H 25.977 15.151 12.836
H 22.826 10.125 13.466
H 22.671 10.623 11.937
C 19.873 15.668 16.706
C 20.795 16.854 16.511
C 21.886 16.427 15.518
O 22.930 17.412 15.503
C 23.985 17.088 14.567
N 20.059 18.005 16.011
H 19.163 15.890 17.512
H 20.473 14.829 17.108
H 19.426 15.305 15.784
H 21.300 17.071 17.446
H 21.405 16.343 14.539
H 22.227 15.427 15.790
H 23.622 17.028 13.541
H 24.358 16.135 14.854
H 24.757 17.837 14.720
H 20.641 18.719 15.539
H 19.245 17.768 15.420

Entry two
# C60H165N15O15

A cluster of 15 separate species, C60H165N15O15 in total (ωB97M-V with the def2-TZVPD basis set, the OMol25 dataset).

Its HOMO energy is -8.4 eV. The calculation puts the orbital gap at 8.6 eV. For the lowest unoccupied orbital energy, the calculation gives 0.1 eV.

CARTESIAN COORDINATES (ANGSTROEM)
C 29.127 23.715 -3.703
C 29.002 25.218 -3.923
C 29.950 25.760 -4.965
O 29.763 27.172 -4.975
C 30.871 28.025 -5.435
N 27.612 25.572 -4.087
H 28.813 23.077 -4.529
H 28.543 23.359 -2.854
H 30.135 23.382 -3.451
H 29.310 25.731 -3.012
H 29.751 25.416 -5.980
H 30.952 25.401 -4.732
H 30.568 29.046 -5.204
H 30.866 27.943 -6.521
H 31.799 27.597 -5.055
H 27.202 25.310 -3.202
H 27.618 26.567 -4.256
C 23.877 20.299 -3.688
C 22.970 21.325 -4.434
C 22.171 22.219 -3.576
O 21.026 22.567 -4.316
C 20.417 23.873 -3.870
N 23.817 22.038 -5.370
H 24.468 20.720 -2.875
H 24.506 19.737 -4.378
H 23.281 19.533 -3.191
H 22.307 20.737 -5.069
H 22.791 23.090 -3.365
H 21.801 21.706 -2.688
H 20.356 23.927 -2.783
H 19.473 24.006 -4.397
H 20.972 24.748 -4.210
H 24.489 22.597 -4.864
H 23.353 22.782 -5.870
C 30.643 17.601 7.360
C 29.231 17.133 7.028
C 28.145 17.145 8.047
O 26.985 16.426 7.667
C 26.097 16.359 8.820
N 28.818 17.857 5.822
H 31.263 17.644 6.465
H 31.205 16.988 8.066
H 30.622 18.618 7.750
H 29.279 16.089 6.718
H 27.868 18.156 8.347
H 28.611 16.693 8.922
H 26.632 15.933 9.669
H 25.259 15.719 8.545
H 25.719 17.323 9.161
H 28.904 18.842 6.027
H 27.846 17.667 5.625
C 31.543 11.390 -9.554
C 31.996 9.971 -9.940
C 30.854 8.938 -9.985
O 30.169 8.914 -8.674
C 29.303 7.809 -8.413
N 32.711 9.942 -11.172
H 30.809 11.597 -10.333
H 32.316 12.158 -9.588
H 31.090 11.328 -8.564
H 32.638 9.606 -9.138
H 31.338 7.967 -10.085
H 30.093 8.998 -10.763
H 28.429 7.965 -9.046
H 28.958 7.890 -7.383
H 29.626 6.796 -8.655
H 32.661 9.051 -11.644
H 32.261 10.573 -11.819
C 28.746 18.874 -11.075
C 27.979 19.222 -9.793
C 28.441 18.315 -8.566
O 28.097 16.941 -8.901
C 27.915 16.135 -7.739
N 27.978 20.609 -9.493
H 28.544 17.838 -11.345
H 29.817 19.041 -10.958
H 28.463 19.530 -11.897
H 26.916 19.017 -9.925
H 27.904 18.635 -7.674
H 29.494 18.421 -8.306
H 26.893 16.180 -7.361
H 28.666 16.125 -6.948
H 28.082 15.150 -8.174
H 27.507 20.692 -8.603
H 27.443 21.161 -10.148
C 40.031 20.388 -6.088
C 38.704 20.846 -5.358
C 37.590 19.720 -5.388
O 36.398 20.209 -4.869
C 35.249 19.328 -5.011
N 39.151 21.120 -3.978
H 40.556 19.587 -5.567
H 40.775 21.183 -6.141
H 39.778 19.989 -7.070
H 38.320 21.720 -5.883
H 37.972 18.828 -4.890
H 37.519 19.442 -6.439
H 34.503 19.809 -4.379
H 35.357 18.264 -4.803
H 34.908 19.340 -6.046
H 38.389 21.605 -3.527
H 39.225 20.210 -3.545
C 33.262 0.859 -4.625
C 32.610 1.845 -5.609
C 33.331 3.221 -5.705
O 33.108 3.995 -4.485
C 33.744 5.273 -4.504
N 32.537 1.199 -6.853
H 32.844 -0.147 -4.582
H 32.998 1.222 -3.632
H 34.336 0.856 -4.810
H 31.598 2.070 -5.270
H 32.965 3.782 -6.565
H 34.383 3.098 -5.963
H 33.340 5.860 -5.329
H 34.814 5.105 -4.629
H 33.519 5.777 -3.564
H 32.173 1.760 -7.609
H 31.862 0.448 -6.883
C 23.655 17.164 3.414
C 22.636 17.978 4.219
C 21.445 17.017 4.651
O 20.296 17.790 4.917
C 19.439 17.220 5.849
N 23.359 18.560 5.344
H 24.045 16.268 3.896
H 24.452 17.790 3.013
H 23.163 16.914 2.474
H 22.218 18.819 3.666
H 21.695 16.403 5.516
H 21.098 16.318 3.890
H 19.895 17.071 6.828
H 18.965 16.377 5.347
H 18.587 17.875 6.035
H 23.684 17.824 5.955
H 22.696 19.014 5.956
C 26.012 9.526 3.847
C 26.592 8.249 3.251
C 28.107 8.047 3.478
O 28.570 7.056 2.628
C 29.937 6.635 2.873
N 25.872 7.138 3.836
H 26.099 9.597 4.931
H 25.000 9.749 3.510
H 26.542 10.328 3.334
H 26.339 8.256 2.191
H 28.275 7.835 4.534
H 28.565 8.982 3.156
H 30.103 5.862 2.123
H 30.039 6.207 3.870
H 30.738 7.343 2.661
H 26.191 6.381 3.249
H 26.322 6.877 4.702
C 36.652 18.984 0.418
C 37.095 17.637 0.092
C 38.540 17.323 0.333
O 39.454 18.229 -0.269
C 40.649 17.734 -0.713
N 36.296 16.668 0.786
H 36.239 19.101 1.420
H 35.797 19.277 -0.191
H 37.409 19.761 0.313
H 36.873 17.495 -0.966
H 38.607 16.310 -0.063
H 38.858 17.290 1.375
H 41.182 18.296 -1.481
H 40.387 16.834 -1.269
H 41.293 17.516 0.139
H 36.282 15.785 0.296
H 35.316 16.910 0.820
C 33.717 11.345 6.931
C 34.456 12.572 6.512
C 35.906 12.586 7.058
O 35.891 12.564 8.472
C 36.994 13.343 8.949
N 34.625 12.619 5.093
H 34.082 10.400 6.529
H 32.691 11.456 6.581
H 33.731 11.243 8.016
H 33.975 13.491 6.847
H 36.398 13.438 6.589
H 36.549 11.743 6.801
H 37.101 13.154 10.017
H 36.867 14.386 8.657
H 37.934 12.940 8.570
H 34.915 13.502 4.698
H 35.338 11.910 5.002
C 19.752 6.231 1.128
C 20.542 5.608 0.023
C 21.266 6.640 -0.881
O 21.808 6.030 -2.021
C 22.353 6.964 -3.011
N 21.597 4.894 0.742
H 18.887 6.778 0.753
H 20.238 6.993 1.738
H 19.344 5.439 1.756
H 20.042 4.907 -0.645
H 22.046 7.155 -0.319
H 20.540 7.412 -1.137
H 22.907 6.473 -3.812
H 23.016 7.714 -2.580
H 21.480 7.494 -3.392
H 22.310 4.408 0.217
H 21.917 5.510 1.476
C 18.134 15.376 -1.022
C 18.694 14.118 -1.796
C 20.054 13.623 -1.249
O 21.176 14.300 -1.687
C 22.372 13.568 -1.534
N 17.645 13.114 -1.583
H 18.727 16.266 -1.229
H 18.155 15.204 0.054
H 17.103 15.559 -1.326
H 18.828 14.160 -2.877
H 20.049 12.596 -1.614
H 20.054 13.635 -0.159
H 22.407 12.644 -2.112
H 22.472 13.214 -0.508
H 23.210 14.181 -1.867
H 17.831 12.241 -2.056
H 16.830 13.421 -2.094
C 27.508 3.475 -1.647
C 27.381 2.273 -0.740
C 28.602 1.345 -0.868
O 28.452 0.196 -0.037
C 29.502 -0.740 -0.237
N 27.153 2.699 0.575
H 26.584 4.051 -1.592
H 27.563 3.085 -2.663
H 28.364 4.120 -1.450
H 26.471 1.690 -0.884
H 29.526 1.875 -0.639
H 28.626 1.044 -1.916
H 30.479 -0.284 -0.078
H 29.492 -1.173 -1.238
H 29.323 -1.556 0.463
H 27.306 1.889 1.160
H 27.745 3.486 0.798
C 29.211 15.541 -0.991
C 29.212 14.328 -0.080
C 29.752 13.055 -0.753
O 28.767 12.535 -1.585
C 29.101 11.301 -2.194
N 30.046 14.672 1.073
H 28.586 16.361 -0.637
H 28.835 15.273 -1.979
H 30.248 15.877 -1.008
H 28.185 14.229 0.271
H 29.968 12.274 -0.025
H 30.572 13.299 -1.428
H 29.329 10.502 -1.487
H 29.871 11.411 -2.958
H 28.188 10.949 -2.674
H 30.328 13.861 1.605
H 29.664 15.382 1.681

Question: which arrangement is favored energetically? Ranking from most to least stable: entry one, entry two.